83
Properties=species:S:1:pos:R:3 method="wB97M-V/def2-TZVPD" homo_lumo_gap_ev=6.97 largest_force_ev_per_a=1.088 molar_mass_g_mol=1085.0 charge=+2 total_energy_ev=-334550.85857
In -1.54297 -0.39521 -0.76936
C 3.31974 1.13751 0.17884
C 3.80620 -0.27618 0.39799
C 5.14485 -0.56074 -0.23571
O 2.86574 -1.25258 -0.21386
P 1.34588 -1.40477 0.02846
O 0.52148 -0.22534 -0.46361
C 1.00875 -1.57107 1.79119
P -0.78470 -1.58210 2.14285
O -1.36347 -0.38290 1.45859
O -1.35733 -2.89037 1.54501
C -1.61494 -4.23476 2.12149
C -2.90630 -4.18956 2.90247
C -0.42475 -4.72923 2.90998
O -0.97586 -1.65375 3.67849
C -0.69769 -0.57384 4.65922
C -1.79527 0.46197 4.59336
C -0.59190 -1.26200 5.99779
O 0.87437 -2.68403 -0.70454
C 1.60944 -3.84573 -1.28960
C 2.53871 -4.45522 -0.26747
C 2.28126 -3.41172 -2.56929
H 4.07696 1.82836 0.54925
H 2.38612 1.34663 0.70269
H 3.17636 1.32786 -0.88574
H 3.83204 -0.52408 1.46126
H 5.11614 -0.34512 -1.30417
H 5.43502 -1.60016 -0.09056
H 5.90290 0.07298 0.22362
H 1.42045 -0.67768 2.27348
H 1.50282 -2.45625 2.19646
H -1.74116 -4.83510 1.22225
H -2.81502 -3.53891 3.77184
H -3.14790 -5.19399 3.25061
H -3.72393 -3.83839 2.27470
H -0.25605 -4.12655 3.80290
H 0.47964 -4.74456 2.30048
H -0.61920 -5.75198 3.23255
H 0.26799 -0.14050 4.38343
H -2.75090 0.01649 4.87156
H -1.88293 0.89567 3.59878
H -1.57138 1.25905 5.30275
H -1.54364 -1.72319 6.26228
H -0.34270 -0.52778 6.76350
H 0.18384 -2.02666 5.99068
H 0.78959 -4.52798 -1.50354
H 3.34804 -3.77478 -0.00325
H 2.98619 -5.35214 -0.69617
H 1.99960 -4.75487 0.63112
H 3.11353 -2.73689 -2.36970
H 1.57141 -2.92530 -3.23760
H 2.67143 -4.29335 -3.07825
C -0.23041 5.76289 -2.58654
N -0.90578 4.75498 -1.78353
N -1.00515 3.44259 -2.16203
C -1.62975 2.75685 -1.17726
O -1.95327 1.51811 -1.35014
C -1.92077 3.65540 -0.14847
C -1.45779 4.88923 -0.56678
C -1.50147 6.20619 0.12150
C -0.55221 2.92311 -3.41231
C 0.48055 1.99701 -3.41305
C 0.90440 1.46644 -4.62234
C 0.30954 1.87508 -5.80881
C -0.72235 2.80399 -5.79218
C -1.16842 3.32636 -4.58746
H -0.95293 6.39157 -3.10494
H 0.40608 5.26991 -3.31499
H 0.38898 6.37409 -1.93487
H -2.44847 3.43041 0.76105
H -2.00608 6.10375 1.07814
H -2.04111 6.94306 -0.47494
H -0.49597 6.58890 0.30280
H 0.94522 1.70871 -2.47754
H 1.70887 0.74262 -4.64223
H 0.65325 1.47127 -6.75162
H -1.19077 3.11262 -6.71679
H -1.99606 4.02447 -4.55417
Se -4.34347 0.05714 -4.40700
Sb -4.72213 1.51383 -2.65490
Se -4.98174 0.32203 -0.40545
Se -4.98161 3.79999 -2.33083
Se -3.71572 -1.58182 -0.87184